(1)
DFT (ωB97M-V/def2-TZVPD) results for a 7-piece molecular cluster, C44H45BNO27P overall at a distorted geometry.

CARTESIAN COORDINATES (ANGSTROEM)
1 O -3.587 2.984 0.115
2 C -3.204 2.010 0.735
3 C -2.408 0.947 0.125
4 C -2.026 -0.108 0.849
5 O -1.292 -1.098 0.319
6 C -2.396 -0.244 2.289
7 O -2.041 -1.232 2.902
8 C -3.172 0.831 2.905
9 C -3.550 1.888 2.182
10 O -4.261 2.893 2.718
11 H -2.148 1.056 -0.919
12 H -1.148 -1.734 1.041
13 H -3.418 0.730 3.953
14 H -4.406 3.526 1.993
15 O -1.504 7.444 -4.033
16 C -2.219 7.342 -3.051
17 C -3.142 8.399 -2.643
18 C -3.896 8.252 -1.551
19 O -4.754 9.204 -1.152
20 C -3.825 7.021 -0.711
21 O -4.518 6.943 0.285
22 C -2.920 5.954 -1.131
23 C -2.167 6.095 -2.225
24 O -1.329 5.120 -2.627
25 H -3.184 9.287 -3.258
26 H -5.169 8.855 -0.345
27 H -2.892 5.060 -0.523
28 H -0.895 5.452 -3.436
29 O 4.432 2.562 -4.629
30 C 4.047 3.670 -4.313
31 C 2.683 4.135 -4.563
32 C 2.317 5.369 -4.209
33 O 1.072 5.826 -4.422
34 C 3.271 6.313 -3.556
35 O 2.895 7.432 -3.269
36 C 4.628 5.839 -3.285
37 C 4.994 4.604 -3.636
38 O 6.231 4.138 -3.400
39 H 2.000 3.445 -5.038
40 H 1.067 6.740 -4.081
41 H 5.306 6.525 -2.796
42 H 6.236 3.230 -3.748
43 O 0.366 -8.190 -1.928
44 C 0.875 -7.615 -0.986
45 C 2.309 -7.330 -0.913
46 C 2.819 -6.708 0.151
47 O 4.131 -6.425 0.246
48 C 1.961 -6.287 1.296
49 O 2.471 -5.737 2.252
50 C 0.528 -6.553 1.215
51 C 0.015 -7.171 0.149
52 O -1.300 -7.426 0.043
53 H 2.921 -7.641 -1.750
54 H 4.236 -5.979 1.105
55 H -0.084 -6.226 2.047
56 H -1.407 -7.877 -0.812
57 O -2.972 9.754 -10.666
58 C -2.456 9.043 -9.827
59 C -3.115 8.695 -8.569
60 C -2.495 7.922 -7.673
61 O -3.075 7.586 -6.511
62 C -1.120 7.390 -7.917
63 O -0.589 6.704 -7.067
64 C -0.472 7.719 -9.186
65 C -1.094 8.489 -10.081
66 O -0.526 8.808 -11.257
67 H -4.108 9.088 -8.403
68 H -2.424 7.032 -6.043
69 H 0.516 7.314 -9.360
70 H -1.176 9.369 -11.713
71 O 1.510 -4.156 -1.972
72 C 1.820 -4.113 -3.147
73 C 0.835 -3.994 -4.220
74 C 1.227 -3.968 -5.496
75 O 0.348 -3.858 -6.504
76 C 2.668 -4.062 -5.874
77 O 2.973 -4.052 -7.050
78 C 3.656 -4.158 -4.800
79 C 3.264 -4.180 -3.524
80 O 4.147 -4.267 -2.516
81 H -0.206 -3.930 -3.935
82 H 0.883 -3.865 -7.316
83 H 4.697 -4.208 -5.085
84 H 3.615 -4.269 -1.702
85 C 0.820 -7.145 5.089
86 O -0.408 -6.549 4.693
87 C -1.408 -6.634 5.695
88 C -1.765 -5.205 6.248
89 C -0.792 -4.909 7.429
90 P -0.735 -3.102 7.947
91 C 0.954 -2.363 7.531
92 C 0.896 -1.306 6.378
93 C 1.481 -1.993 5.065
94 N 0.931 -1.356 3.855
95 B -0.718 -3.146 9.896
96 O -1.903 -3.018 10.645
97 O 0.535 -3.250 10.554
98 C 1.064 -4.571 10.505
99 H 0.951 -8.178 4.711
100 H 1.649 -6.512 4.722
101 H 0.950 -7.199 6.189
102 H -2.313 -7.090 5.249
103 H -1.118 -7.257 6.563
104 H -1.714 -4.474 5.428
105 H -2.787 -5.314 6.658
106 H 0.228 -5.269 7.195
107 H -1.150 -5.502 8.295
108 H 1.330 -1.846 8.437
109 H 1.652 -3.200 7.341
110 H -0.116 -0.909 6.217
111 H 1.624 -0.514 6.646
112 H 2.580 -1.938 5.133
113 H 1.177 -3.055 5.154
114 H 0.956 -0.359 4.049
115 H -0.050 -1.627 3.827
116 H -2.428 -3.816 10.623
117 H 1.242 -4.989 11.512
118 H 2.062 -4.501 10.024
119 H 0.440 -5.279 9.930

Summary:
Net charge: 0
Electronic energy in Eh: -4156.0674
SMILES string: O=C1C=C(O)C(=O)C=C1O.O=C1C=C(O)C(=O)C=C1O.O=C1C=C(O)C(=O)C=C1O.O=C1C=C(O)C(=O)C=C1O.O=C1C=C(O)C(=O)C=C1O.O=C1C=C(O)C(=O)C=C1O.COCCCP(CCCN)B(O)OC

=====

(2)
DFT (ωB97M-V/def2-TZVPD) results for C44H45BiBr2N4P2S2Si as an isolated structure.

CARTESIAN COORDINATES (ANGSTROEM)
1 Bi 0.954 1.756 0.253
2 S -2.613 2.204 0.279
3 P -2.099 0.585 -0.741
4 C -0.372 0.400 -0.967
5 P 0.485 0.314 -2.457
6 S 2.324 1.050 -1.977
7 C 0.539 -1.446 -2.946
8 C 1.417 -2.278 -2.257
9 C 1.356 -3.657 -2.407
10 C 0.404 -4.219 -3.253
11 C -0.465 -3.396 -3.960
12 C -0.391 -2.010 -3.817
13 C 0.114 1.194 -3.994
14 C 0.785 0.791 -5.153
15 C 0.612 1.504 -6.332
16 C -0.229 2.614 -6.366
17 C -0.873 3.026 -5.212
18 C -0.694 2.318 -4.029
19 C -3.037 0.539 -2.323
20 C -3.586 1.715 -2.838
21 C -4.347 1.698 -4.002
22 C -4.590 0.498 -4.659
23 C -4.088 -0.685 -4.133
24 C -3.328 -0.664 -2.968
25 C -2.727 -0.929 0.059
26 C -2.202 -2.171 -0.299
27 C -2.759 -3.341 0.209
28 C -3.812 -3.278 1.116
29 C -4.322 -2.043 1.496
30 C -3.792 -0.874 0.955
31 H 2.148 -1.832 -1.592
32 H 2.046 -4.292 -1.863
33 H 0.349 -5.297 -3.369
34 H -1.200 -3.830 -4.630
35 H -1.063 -1.377 -4.382
36 H 1.450 -0.063 -5.138
37 H 1.135 1.191 -7.229
38 H -0.369 3.162 -7.291
39 H -1.510 3.904 -5.223
40 H -1.163 2.666 -3.122
41 H -3.440 2.640 -2.299
42 H -4.760 2.623 -4.390
43 H -5.194 0.480 -5.560
44 H -4.295 -1.629 -4.623
45 H -2.954 -1.600 -2.569
46 H -1.356 -2.221 -0.984
47 H -2.363 -4.303 -0.096
48 H -4.230 -4.190 1.528
49 H -5.134 -1.988 2.211
50 H -4.195 0.095 1.231
51 Br 3.297 4.162 2.052
52 C 2.477 5.371 0.796
53 Br 0.663 5.798 1.214
54 H 2.495 4.899 -0.172
55 H 3.038 6.288 0.810
56 C -1.031 2.832 3.320
57 N -0.193 1.636 3.040
58 C -1.089 0.437 3.030
59 N -1.823 0.280 4.291
60 C -2.617 1.499 4.509
61 N -1.772 2.705 4.582
62 C -0.800 2.519 5.667
63 N 0.043 1.332 5.465
64 C 0.744 1.477 4.183
65 C -0.844 0.156 5.378
66 H -1.723 2.967 2.495
67 H -0.368 3.698 3.378
68 H -0.484 -0.452 2.853
69 H -1.799 0.559 2.221
70 H -3.173 1.399 5.443
71 H -3.324 1.612 3.685
72 H -1.337 2.411 6.610
73 H -0.162 3.402 5.729
74 H 1.353 0.590 4.016
75 H 1.397 2.351 4.221
76 H -1.372 0.042 6.326
77 H -0.238 -0.734 5.205
78 C 6.591 -0.492 -0.994
79 C 6.376 0.716 -0.335
80 C 5.227 0.895 0.433
81 C 4.272 -0.121 0.544
82 C 4.514 -1.334 -0.113
83 C 5.662 -1.522 -0.874
84 Si 2.719 0.160 1.539
85 C 2.125 -1.470 2.217
86 C 2.636 -1.919 3.444
87 C 2.240 -3.138 3.981
88 C 1.335 -3.935 3.287
89 C 0.821 -3.508 2.067
90 C 1.202 -2.276 1.539
91 H 7.486 -0.634 -1.592
92 H 7.102 1.516 -0.417
93 H 5.074 1.844 0.946
94 H 3.805 -2.155 -0.011
95 H 5.833 -2.472 -1.375
96 H 3.178 0.971 2.711
97 H 3.353 -1.307 3.990
98 H 2.639 -3.467 4.936
99 H 1.023 -4.887 3.703
100 H 0.106 -4.122 1.534
101 H 0.757 -1.930 0.606

Summary:
Energy above the lowest of the compared OMol25 structures with the same formula, charge and spin in eV: 0.3291
Net charge: 0
Electronic energy in Eh: -9053.9597

=====

no.,LUMO (eV),highest occupied orbital energy (eV),gap between HOMO and LUMO (eV)
1,-1.6,-8.080,6.4
2,-0.1,-7.412,7.3